[1]
DFT (the ωB97M-V functional and the def2-TZVPD basis) results for a 3-piece molecular cluster, CH3O4S overall.

```
9
Properties=species:S:1:pos:R:3:lowdin_charge:R:1
C 1.6881 -1.1238 0.9284 -0.6437
O -1.9107 -0.1948 -0.5048 -0.5512
O -0.9357 2.1242 -0.9881 -0.4513
O 1.2300 -0.1688 1.3911 0.0557
O 2.3713 -2.0606 0.6331 0.0335
S -1.7215 1.1931 0.1920 0.7167
H 0.3355 -1.1713 -0.4715 0.0131
H -0.0673 1.9426 -0.6464 -0.0285
H -0.9898 -0.5406 -0.5339 -0.1444
```

## Properties
Energy relative to the best compared isomer or geometry (same formula, charge and spin) in kJ/mol: 260.8
Charge: -1
Highest occupied orbital energy in eV: -3.0
Kohn-Sham gap in Ha: 0.248


[2]
DFT (the ωB97M-V functional and the def2-TZVPD basis) results for an isolated ion of composition CH3O4Si and charge -1.

```
9
Properties=species:S:1:pos:R:3:lowdin_charge:R:1
O 2.0866 -0.5196 -1.1167 -0.1990
C 0.7784 -0.3130 -1.0672 -0.7000
O -0.0157 -0.2040 -2.0458 -0.1305
Si -0.2823 -0.1275 0.5140 0.3959
O 0.2402 0.8267 1.7759 -0.2018
O -1.6891 0.5556 0.0013 -0.2174
H -0.8876 -1.3312 0.9192 -0.0216
H 1.2166 0.7313 1.9574 0.0677
H -1.4470 0.3817 -0.9382 0.0068
```

## Properties
Energy relative to the best compared isomer or geometry (same formula, charge and spin) in kJ/mol: 61.8
Charge: -1
Structure (SMILES): O=C([O-])[SiH](O)O
Highest occupied orbital energy in eV: -4.1
Kohn-Sham gap in Ha: 0.291


[3]
DFT (the ωB97M-V functional and the def2-TZVPD basis) results for a 2-piece molecular cluster, CH3O4Si overall.

```
9
Properties=species:S:1:pos:R:3:lowdin_charge:R:1
C 0.2418 1.7716 -0.5111 -0.2510
O -1.7703 0.4450 1.9569 -0.1154
O 1.1053 2.2145 -1.2098 -0.0884
O 0.3772 0.1430 -0.2135 -0.4019
O 1.8285 -2.2189 -0.1210 -0.4637
Si 0.8136 -1.2554 -0.7769 0.3353
H -1.5867 1.0084 1.1698 0.0017
H -1.1661 -0.2956 1.7943 0.0115
H 0.1566 -1.8127 -2.0886 -0.0280
```

## Properties
Energy relative to the best compared isomer or geometry (same formula, charge and spin) in kJ/mol: 241.9
Charge: -1
Highest occupied orbital energy in eV: -4.5
Kohn-Sham gap in Ha: 0.311


[4]
DFT (the ωB97M-V functional and the def2-TZVPD basis) results for a 2-piece molecular cluster, CH3O6P overall.

```
11
Properties=species:S:1:pos:R:3:lowdin_charge:R:1
C -0.3533 1.4030 -0.9714 -0.7755
O 1.4805 -1.0656 -0.0438 -0.1938
O 0.5597 -1.7306 2.2942 -0.4264
O -1.0556 -1.5698 0.2675 -0.2655
O 0.7816 1.1362 -1.3114 -0.1088
O -1.4317 0.9204 -1.2820 -0.1122
O 0.0303 0.6257 1.2556 -0.3615
P 0.3249 -0.8287 1.1114 0.2324
H -0.5131 2.3475 -0.2915 0.0993
H 1.3661 -0.3938 -0.6719 -0.0520
H -1.1894 -0.8442 -0.3567 -0.0361
```

## Properties
Energy relative to the best compared isomer or geometry (same formula, charge and spin) in kJ/mol: 0.0
Charge: -2
Highest occupied orbital energy in eV: -0.7
Kohn-Sham gap in Ha: 0.291


[5]
DFT (the ωB97M-V functional and the def2-TZVPD basis) results for a 2-piece molecular cluster, CH3O6P overall.

```
11
Properties=species:S:1:pos:R:3:lowdin_charge:R:1
C 0.0024 0.8473 0.4172 -0.5801
O -0.5650 -1.3902 -1.9948 -0.4551
O -1.8364 -2.3122 0.0280 -0.4605
O 0.7333 -2.3035 0.0082 -0.4502
O 0.0716 1.6862 -0.7756 -0.1120
O 1.3583 0.5373 0.8101 -0.1129
O -0.5782 1.6283 1.4328 -0.0845
P -0.5631 -1.7599 -0.5377 0.1817
H -0.0107 1.0382 -1.4832 0.0257
H 1.4289 -0.4002 0.5779 0.0060
H -0.0410 2.4287 1.5171 0.0421
```

## Properties
Energy relative to the best compared isomer or geometry (same formula, charge and spin) in kJ/mol: 284.5
Charge: -2
Highest occupied orbital energy in eV: 1.0
Kohn-Sham gap in Ha: 0.212


[6]
DFT (the ωB97M-V functional and the def2-TZVPD basis) results for a 2-piece molecular cluster, CH3PS overall.

```
6
Properties=species:S:1:pos:R:3:lowdin_charge:R:1
C 3.6937 -1.0982 0.3762 -0.5915
P 0.1027 0.7353 0.3882 0.5681
S 3.7036 0.3232 -0.1847 0.5654
H 0.7254 0.6857 1.6195 -0.2138
H 0.0448 2.1253 0.6932 -0.1805
H -0.9647 0.4203 1.3553 -0.1477
```

## Properties
Energy relative to the best compared isomer or geometry (same formula, charge and spin) in kJ/mol: 262.3
Highest occupied orbital energy in eV: -10.7
Kohn-Sham gap in Ha: 0.388


[7]
DFT (the ωB97M-V functional and the def2-TZVPD basis) results for CH3PS in the gas phase.

```
6
Properties=species:S:1:pos:R:3:lowdin_charge:R:1
C 0.5918 1.2919 -0.4288 -0.1286
P 0.2713 -0.2121 0.4337 0.1780
S 0.8258 0.0386 2.3492 0.0190
H -0.2690 1.8464 -0.9518 0.0114
H 0.9856 -1.1680 -0.2236 -0.0758
H -0.9238 -1.1209 0.5009 -0.0040
```

## Properties
Energy relative to the best compared isomer or geometry (same formula, charge and spin) in kJ/mol: 257.3
Highest occupied orbital energy (alpha / beta) in eV: -8.7 / -8.6
Spin multiplicity: 3
Kohn-Sham gap (alpha / beta) in Ha: 0.347 / 0.220


[8]
DFT (the ωB97M-V functional and the def2-TZVPD basis) results for a 19-piece molecular cluster, CH40O18S2 overall.

```
61
Properties=species:S:1:pos:R:3:lowdin_charge:R:1
C -2.2850 2.4092 2.4986 -0.3078
S -0.9557 3.2573 1.4548 0.4420
S -1.7516 4.8950 0.6003 0.3339
H -2.6689 1.4960 2.1143 0.0163
H -3.1165 2.8881 2.6061 -0.0318
H -1.6302 2.2940 3.3326 0.0150
H -2.8521 4.5893 -0.0816 -0.1952
H -2.9161 -0.9302 1.5444 -0.0016
H -2.6218 -2.2644 0.9550 0.0372
O -3.1725 -1.4786 0.8216 -0.0339
H 2.5798 2.4610 1.3941 0.0254
H 1.7604 3.8285 1.5240 0.0829
O 1.7021 2.8573 1.4940 -0.1776
H 0.1248 -4.1326 -3.5554 0.0247
H -0.8074 -3.5385 -2.4257 0.0036
O -0.2635 -4.2818 -2.7321 -0.0286
H 2.5096 -1.3215 1.9682 0.0422
H 3.5536 -1.1883 2.8128 0.0045
O 3.0632 -0.6291 2.3405 0.0159
H 1.6191 0.4563 2.9753 -0.0354
H 1.0155 1.8987 2.8281 0.0820
O 0.8353 0.9072 3.1008 -0.0807
H -1.8312 -1.3095 -1.6978 0.0146
H -0.5175 -1.6598 -2.2125 0.0345
O -1.2464 -2.0611 -1.6732 -0.0739
H -0.7896 -0.4276 0.5475 0.0037
H 0.1140 0.6415 1.2743 -0.0007
O -0.0072 0.1183 0.4390 -0.0575
H 1.4553 -0.7510 -2.9801 0.0533
H 0.2524 -0.2935 -3.8601 0.0194
O 0.5792 -1.0659 -3.4346 -0.0897
H -0.5027 -0.1997 2.8751 0.0451
H -1.0923 -1.5628 2.8872 0.0979
O -1.4436 -0.6143 2.7495 -0.1380
H -3.5296 0.1363 -1.6854 0.0667
H -2.8587 -0.3192 -0.3506 0.0482
O -2.7129 0.2267 -1.2115 -0.0799
H -0.3007 1.9662 -1.8390 -0.0028
H -1.0609 0.7324 -1.8751 -0.0352
O -0.7354 1.3743 -2.4952 -0.0840
H 2.4381 -3.6495 -2.3337 0.0797
H 1.0491 -3.7158 -1.5797 0.0379
O 1.9956 -3.4331 -1.5114 -0.0560
H -0.8338 -4.1310 0.9307 0.1038
H -0.5918 -3.0451 -0.3339 -0.0034
O -0.8118 -3.2167 0.5756 -0.0560
H 0.9991 -3.2381 0.9313 -0.0584
H 2.2100 -3.2544 0.1429 -0.0398
O 1.8869 -3.0553 0.9841 -0.0040
H 1.0882 3.5691 -1.2124 -0.0386
H 0.9487 2.5020 -0.2002 0.0492
O 1.0796 2.6993 -1.2221 -0.0391
H -2.5269 2.7021 -1.9368 -0.0944
H -2.6198 3.9320 -2.9833 0.0221
O -2.8392 3.4487 -2.2358 0.0146
H 2.1953 -1.3169 -1.3673 -0.0574
H 1.7602 0.1697 -1.2738 0.0195
O 2.3194 -0.4893 -1.6302 0.0414
H 4.7665 1.5646 0.5737 -0.0215
H 3.7006 0.8349 1.3428 0.0951
O 4.2916 1.7187 1.3114 -0.0494
```

## Properties
Highest occupied orbital energy in eV: -8.3
Kohn-Sham gap in Ha: 0.309


[9]
DFT (the ωB97M-V functional and the def2-TZVPD basis) results for CH4AlBr2ClMgOP as an isolated structure.

```
12
Properties=species:S:1:pos:R:3:lowdin_charge:R:1
C 0.9040 -1.2042 0.4763 -0.2331
Al 0.1942 0.5668 0.1948 -0.5654
Br 1.4345 1.8987 -1.4488 0.2024
Br 0.0264 1.8796 2.0391 0.3239
P -2.1178 0.5114 -0.6986 0.4236
O -2.7866 -0.0919 0.6101 -0.3899
Cl -1.9619 -1.0981 -1.8981 0.2575
H 1.8925 -1.3409 0.0449 0.0125
H 0.9777 -1.3451 1.5542 0.0162
H 0.2459 -1.9737 0.0768 -0.0019
H -2.3871 -0.8747 1.0077 0.0682
Mg 3.5783 3.0722 -1.9584 0.8860
```

## Properties
Energy relative to the best compared isomer or geometry (same formula, charge and spin) in kJ/mol: 24.1
Charge: +1
Highest occupied orbital energy in eV: -10.7
Kohn-Sham gap in Ha: 0.105


[10]
DFT (the ωB97M-V functional and the def2-TZVPD basis) results for a 2-piece molecular cluster, CH4BClS overall.

```
8
Properties=species:S:1:pos:R:3:lowdin_charge:R:1
B 0.5295 0.5070 -0.7291 -0.5145
C 0.4111 -0.1468 0.6651 -0.4326
S -0.9109 -0.7865 -0.2995 0.6047
Cl -2.4365 0.4208 0.2564 0.2290
H 1.0488 -0.0922 -1.5956 0.0261
H 0.0203 1.4416 -0.9993 -0.0048
H 1.3736 -1.6515 1.2681 0.1201
H -0.0358 0.3076 1.4340 -0.0279
```

## Properties
Energy relative to the best compared isomer or geometry (same formula, charge and spin) in kJ/mol: 337.1
Highest occupied orbital energy (alpha / beta) in eV: -7.4 / -10.7
Spin multiplicity: 3
Kohn-Sham gap (alpha / beta) in Ha: 0.260 / 0.289


[11]
DFT (the ωB97M-V functional and the def2-TZVPD basis) results for CH4BF in the gas phase.

```
7
Properties=species:S:1:pos:R:3:lowdin_charge:R:1
B -0.7935 0.5570 -0.0402 0.0764
C 0.4169 -0.4395 0.1153 -0.2265
F 1.7117 0.1441 0.1402 -0.1384
H -1.6796 0.4259 -0.8549 0.0210
H -0.7961 1.6755 0.4804 0.0320
H 0.6228 -1.1774 -0.7883 0.1299
H 0.5178 -1.1856 0.9476 0.1056
```

## Properties
Energy relative to the best compared isomer or geometry (same formula, charge and spin) in kJ/mol: 44.8
Structure (SMILES): BCF
Highest occupied orbital energy in eV: -11.4
Kohn-Sham gap in Ha: 0.408


[12]
DFT (the ωB97M-V functional and the def2-TZVPD basis) results for a 2-piece molecular cluster, CH4BF overall.

```
7
Properties=species:S:1:pos:R:3:lowdin_charge:R:1
B 0.5394 0.4930 0.6125 -0.0220
C -0.1996 -0.3358 -0.4518 -0.2732
F -0.0848 -1.7004 -0.5667 -0.0971
H 0.0067 1.5445 0.5822 0.0156
H 1.5018 0.0033 1.2650 0.0497
H -0.1116 0.1259 -1.5072 0.1111
H -1.6518 -0.1306 0.0661 0.2160
```

## Properties
Energy relative to the best compared isomer or geometry (same formula, charge and spin) in kJ/mol: 152.3
Highest occupied orbital energy in eV: -10.9
Kohn-Sham gap in Ha: 0.400